(1)
Entry from the OMol25 dataset: C38H33N3O5SSb2Y as an isolated structure (wB97M-V/def2-TZVPD).

Last column: Mulliken charge in e.
Cartesian coordinates (Å):
Sb 1.06566 -0.42333 -0.88201  0.731
Sb -0.07160 0.79924 3.67681  0.780
Y -1.77922 1.09610 -0.51467  0.741
S -4.39228 1.87770 0.06744  -0.513
O -3.03855 -4.29452 -3.68993  -0.545
O -2.62015 -2.72921 1.24879  -0.755
O -2.07557 -0.58938 0.84730  -0.296
O -2.00985 0.74620 -4.76758  -0.664
O -1.78038 1.45395 -2.64098  -0.945
N -2.25364 -0.85471 -1.67791  0.555
N -5.26317 0.53461 2.16481  0.023
N -5.05065 -0.72411 0.22552  -0.253
C 3.96597 0.67765 -0.83291  -0.427
C 1.83622 1.49547 4.33882  0.157
C 2.77036 0.59711 4.84921  -0.310
C 2.14280 2.85438 4.33101  -0.406
C 0.67008 -0.99575 2.71637  -0.971
C 1.97064 -1.65839 0.61100  -1.896
C 4.81910 2.44508 -2.22504  -0.648
C 4.29218 2.40095 5.31060  -0.477
C -0.29108 3.91583 -0.21166  -0.380
C 3.36515 3.30481 4.81090  -0.616
C -2.59961 -1.93423 -3.74646  -0.422
C 2.72931 0.76189 -1.46494  1.107
C -5.46017 -1.77173 0.91582  0.167
C 0.68801 -2.10662 -4.89498  -0.843
C -2.32246 -0.81147 -3.00126  -0.236
C 0.99342 2.42739 1.17380  0.273
C -2.02902 0.57023 -3.57540  0.382
C 3.99229 1.04606 5.33259  -0.632
C -2.78680 -3.13574 -3.06495  0.794
C -0.12028 2.14823 1.97304  -0.309
C 0.94313 -1.78397 -2.51406  0.823
C -2.45238 -1.99179 -1.01166  0.409
C 3.58584 2.54133 -2.85657  -0.746
C -1.31452 2.80895 1.67278  -0.738
C 0.91083 3.28739 0.09091  -0.470
C -5.80141 -1.73174 2.27486  -0.731
C -4.92374 0.45184 0.84847  0.402
C 0.59141 -3.47841 -4.70201  -0.607
C 0.85471 -1.26386 -3.80519  -0.431
C 5.00599 1.51820 -1.20918  -0.748
C -5.68967 -0.52345 2.88606  -0.181
C 0.84029 -3.15909 -2.32881  -0.301
C -2.72476 -3.16802 -1.66586  -0.965
C -1.40521 3.68621 0.59172  -0.627
C 2.02840 -1.01918 2.00224  0.290
C -2.37857 -1.81038 0.49606  0.385
C 0.66249 -4.00248 -3.41958  -0.764
C 2.54318 1.71045 -2.47055  -0.533
H -5.91645 -0.34012 3.92630  0.429
H 2.55432 -0.46496 4.87535  0.412
H -6.12191 -2.61097 2.80994  0.434
H 2.47693 -0.02351 1.94367  -0.037
H 1.39255 -2.58398 0.64922  0.570
H 1.78593 3.46313 -0.52253  0.514
H 0.88966 -3.59253 -1.33656  0.349
H 0.58616 -5.07123 -3.26377  0.432
H 0.65449 -1.73310 3.52120  0.599
H -2.87106 -4.09142 -1.12320  0.660
H 2.96365 -1.91338 0.23834  0.856
H 0.90946 -0.19640 -3.97983  0.226
H 0.46811 -4.13944 -5.55064  0.445
H -2.64093 -1.86526 -4.82625  0.455
H 5.63236 3.09332 -2.52340  0.410
H -5.16743 1.44370 2.59810  0.268
H 0.62666 -1.68642 -5.89080  0.461
H 3.43327 3.26631 -3.64571  0.447
H 1.94908 1.96936 1.40069  0.539
H 1.42975 3.57758 3.94790  0.443
H 3.59118 4.36343 4.79766  0.403
H -2.19825 2.63892 2.27770  0.283
H 4.70835 0.33655 5.72679  0.407
H 5.24430 2.75223 5.68589  0.393
H 5.96445 1.44283 -0.71225  0.453
H 1.57516 1.82447 -2.94902  0.335
H -0.13678 -1.29448 2.04430  -0.320
H 2.73018 -1.60318 2.60136  0.514
H -3.05049 -4.17208 -4.64576  0.342
H -2.34539 4.18122 0.37896  0.543
H -0.35985 4.58347 -1.06036  0.449
H 4.13484 -0.04489 -0.04244  0.230
H -5.52501 -2.70484 0.36637  0.427

Output
HOMO-LUMO gap: 7.7 eV
LUMO energy: -3.23 eV
Total charge: +1

---

(2)
Entry from the OMol25 dataset: a 7-piece molecular cluster, C38H34Br2N6O12 overall at a distorted geometry (wB97M-V/def2-TZVPD).

Last column: Mulliken charge in e.
Cartesian coordinates (Å):
Br 0.86071 3.33226 -4.57996  -0.071
Br 1.68946 0.22958 -6.07874  -0.144
O -0.75976 0.89269 2.35213  -0.521
O -1.33151 2.57657 1.07134  -0.651
O -1.78621 -1.53300 5.41594  -0.650
O -0.43982 -2.42567 0.00407  -0.619
O -1.82395 -3.61961 5.85914  -0.669
O 3.52226 -0.66043 -3.52222  -0.637
O -5.80666 0.77276 -0.61841  -0.564
O -6.33161 2.44803 -1.92044  -0.636
O 4.25299 1.02311 2.31660  -0.578
O 4.24842 -1.02253 1.56607  -0.603
O -1.90677 -1.06012 0.73481  0.016
O 4.34206 1.34093 -3.97302  -0.586
N -1.46280 -2.18520 0.55500  1.002
N -1.53265 1.68140 1.89290  1.145
N -5.55869 1.64509 -1.45463  1.042
N 4.60544 0.14297 1.56478  1.087
N 3.68012 0.55488 -3.32431  1.263
N -1.40170 -2.68328 5.25839  1.214
C 0.23363 -1.76899 3.59205  -0.749
C -5.15561 2.15889 1.90497  -0.413
C -3.30413 0.47099 2.98350  -0.059
C -3.47444 -5.38155 2.40227  -0.872
C 6.73740 2.58337 -0.43898  -0.434
C 2.99636 2.86320 -0.53896  -0.835
C 2.02700 2.17944 0.21325  -0.666
C 5.53068 0.69654 0.53801  -0.234
C -2.36910 2.79848 -3.06368  -0.106
C -1.84379 -4.52858 0.81484  -0.655
C -4.10154 1.67617 -1.91478  0.077
C -0.19782 -4.19867 3.80047  -0.402
C -1.52915 1.68672 -2.74629  0.906
C -3.16095 -2.96818 2.14920  0.184
C -3.69495 2.73182 -2.68419  -0.651
C -5.57729 1.02839 2.58071  -0.731
C -4.63244 0.14225 3.05108  -0.742
C 6.22115 0.62337 -1.73870  -0.631
C 2.11385 0.43048 -1.38685  -0.053
C 1.32279 1.96715 -7.04085  -0.634
C -2.20101 -3.29604 1.19216  -0.154
C -2.51819 -5.61664 1.44741  -0.441
C 0.72961 -4.41578 2.81156  -0.471
C 6.82308 1.89801 -1.61066  -0.596
C 1.61199 0.91348 -0.22241  0.320
C 3.02500 1.13037 -2.10000  -0.491
C -3.32526 0.57926 -1.61701  -0.248
C -2.94070 1.59395 2.26188  -0.421
C -0.33912 -2.87805 4.26850  -0.560
C 1.89364 3.07502 -6.24214  -0.650
C -3.77147 -4.01849 2.76508  -0.188
C 3.50729 2.36441 -1.70572  -0.122
C 1.49050 -3.41665 2.23892  -0.624
C -1.97716 0.60147 -2.04608  -0.705
C 6.13116 1.93766 0.64801  -0.289
C -3.79627 2.45317 1.66513  -0.268
C 1.15125 -2.09202 2.57565  0.256
C 5.55190 0.03007 -0.68198  -0.026
H 2.23677 -3.61117 1.49644  0.503
H 0.99236 0.28678 0.47837  -0.156
H -6.63756 0.71085 2.77688  0.321
H 6.02690 2.49104 1.59655  0.387
H -3.53026 -1.98411 2.41371  0.134
H -4.06098 -6.20408 2.83085  0.400
H 1.83500 -0.55394 -1.76027  0.515
H -4.48822 -3.86539 3.59023  0.392
H -4.42991 3.52602 -2.83283  0.450
H -5.95358 2.78228 1.50245  0.374
H 7.10788 3.63011 -0.37845  0.355
H -1.40269 -0.26056 -1.73552  0.326
H -5.02429 -0.66739 3.59402  0.600
H 0.28446 2.08381 -7.28675  0.387
H -3.51750 3.30203 1.03131  0.553
H 0.18009 -0.74943 3.80900  0.782
H 4.18764 2.97327 -2.30201  0.639
H -1.95784 3.72297 -3.59342  0.175
H 7.33331 2.33500 -2.42476  0.462
H 5.12962 -0.96251 -0.79597  0.483
H -1.24095 -4.82183 -0.01496  0.433
H -2.18199 -6.59926 1.17356  0.438
H 1.92485 1.88260 -7.96972  0.367
H 1.57804 2.66545 1.11096  0.361
H 0.89875 -5.48537 2.59621  0.343
H -2.56841 -0.23015 3.29999  0.804
H -0.68926 -5.01754 4.26477  0.620
H 3.37054 3.81619 -0.13885  0.420
H 1.73783 -1.35176 2.03371  0.402
H -3.79129 -0.19112 -1.02210  0.330
H 2.92907 2.99811 -6.01809  0.414
H 1.70993 4.00030 -6.87184  0.377
H -0.45437 1.66639 -2.97933  -0.442
H 6.21884 0.19751 -2.71894  0.585

Output
HOMO-LUMO gap: 9.0 eV
SMILES string: O=[N+]([O-])c1ccccc1.O=[N+]([O-])c1ccccc1.O=[N+]([O-])c1ccccc1.O=[N+]([O-])c1ccccc1.O=[N+]([O-])c1ccccc1.O=[N+]([O-])c1ccccc1.BrCCBr
LUMO energy: -0.53 eV